No. 1
The following is a DFT calculation (wB97M-V/def2-TZVPD) of C14H26N3O2S3Tl as an isolated structure.

CARTESIAN COORDINATES (ANGSTROEM)
Tl 0.708 0.576 -0.029
O -0.056 -1.155 1.131
N 0.663 -1.485 2.215
C 0.561 -2.775 2.625
C 1.237 -3.213 3.725
C 2.068 -2.327 4.410
C 2.198 -1.038 3.951
C 1.477 -0.604 2.841
S 1.684 1.004 2.206
H -0.098 -3.382 2.025
H 1.118 -4.239 4.042
H 2.624 -2.657 5.276
H 2.862 -0.331 4.428
C -3.924 2.652 -0.925
N -2.498 2.324 -1.003
C -1.481 2.908 -0.401
S 0.123 2.772 -1.141
N -1.572 3.628 0.703
C -2.669 3.684 1.671
H -4.315 2.672 -1.939
H -4.060 3.637 -0.492
H -4.474 1.913 -0.344
H -2.218 1.647 -1.702
H -0.743 4.161 0.922
H -3.286 2.795 1.584
H -3.278 4.576 1.541
H -2.229 3.701 2.665
C -4.143 -3.338 -0.648
C -3.001 -2.333 -0.750
C -2.437 -2.289 -2.169
S -0.756 -1.657 -2.160
O -0.856 -0.278 -1.447
C -0.475 -1.271 -3.909
C -0.947 0.107 -4.364
C -2.450 0.266 -4.561
H -4.604 -3.301 0.337
H -3.787 -4.354 -0.815
H -4.920 -3.132 -1.386
H -2.206 -2.584 -0.043
H -3.348 -1.335 -0.475
H -3.043 -1.694 -2.849
H -2.337 -3.296 -2.585
H -0.945 -2.091 -4.459
H 0.603 -1.366 -4.043
H -0.431 0.306 -5.304
H -0.581 0.855 -3.658
H -2.868 -0.545 -5.160
H -2.664 1.197 -5.083
H -2.994 0.291 -3.613

Force components x, y, z for each atom (eV/Å):
Tl -0.512 0.456 0.417
O 0.179 -0.167 0.121
N -0.139 -0.272 -0.109
C -0.164 0.189 -0.103
C 0.034 -0.076 0.096
C 0.010 0.006 -0.008
C 0.073 0.071 0.112
C 0.044 0.095 -0.381
S 0.107 -0.077 -0.104
H -0.001 0.005 0.005
H 0.012 -0.005 -0.006
H 0.000 0.020 0.013
H 0.004 -0.019 0.028
C -0.040 -0.029 0.031
N 0.100 -0.072 -0.025
C -0.081 -0.011 0.116
S 0.175 -0.163 -0.030
N 0.036 0.084 -0.110
C -0.046 0.031 0.017
H 0.002 -0.015 0.004
H 0.005 0.013 -0.021
H 0.007 0.014 0.016
H -0.028 0.046 -0.051
H 0.012 -0.067 0.058
H 0.006 -0.009 0.016
H -0.004 -0.009 -0.020
H -0.003 0.016 -0.001
C -0.023 0.015 -0.025
C -0.016 0.009 0.013
C 0.015 0.010 0.018
S -0.028 -0.095 0.046
O 0.213 0.016 -0.170
C 0.017 0.056 0.027
C -0.020 0.002 0.018
C -0.017 0.009 0.032
H 0.006 -0.002 0.011
H 0.003 -0.004 -0.007
H -0.008 0.012 0.005
H -0.005 -0.041 0.002
H 0.039 0.007 0.000
H -0.027 -0.018 0.005
H 0.046 -0.001 -0.004
H -0.014 0.011 -0.025
H 0.001 -0.021 0.039
H -0.029 -0.033 -0.024
H 0.050 0.012 -0.036
H 0.004 -0.001 -0.012
H 0.000 0.012 0.001
H 0.005 -0.008 0.007

**Energy above the lowest of the compared OMol25 structures with the same formula, charge and spin**: 12.0 kcal per mole
**Total charge**: +2

=====

No. 2
The following is a DFT calculation (wB97M-V/def2-TZVPD) of C16H13B2Cl2F7N4O2S3V as an isolated structure.

CARTESIAN COORDINATES (ANGSTROEM)
V 1.114 1.873 -0.850
C 3.816 -1.152 -0.086
N 2.609 -1.943 -0.254
C 2.398 -3.178 0.327
C 1.221 -3.635 -0.158
N 0.720 -2.695 -1.025
B -0.487 -2.971 -1.999
N -1.583 -1.902 -1.770
C -1.907 -0.895 -2.651
C -2.896 -0.156 -2.109
N -3.174 -0.720 -0.877
C -4.164 -0.242 0.058
C -2.374 -1.803 -0.672
S -2.441 -2.830 0.682
C 1.569 -1.662 -1.071
S 1.486 -0.276 -2.108
H 4.680 -1.800 -0.243
H 3.833 -0.704 0.905
H 3.809 -0.351 -0.821
H 3.079 -3.586 1.052
H 0.661 -4.526 0.063
H -0.089 -2.890 -3.143
H -0.913 -4.074 -1.739
H -1.360 -0.768 -3.567
H -3.392 0.733 -2.454
H -4.341 0.815 -0.136
H -3.788 -0.374 1.066
H -5.098 -0.802 -0.038
F -1.612 -0.337 5.523
C -0.762 -0.006 4.532
C -1.241 0.395 3.301
F -2.563 0.467 3.105
C -0.353 0.738 2.294
F -0.887 1.104 1.110
C 1.026 0.731 2.462
S 2.158 1.256 1.215
C 1.463 0.308 3.713
F 2.779 0.240 3.991
C 0.602 -0.055 4.733
F 1.086 -0.447 5.929
Cl -0.325 2.397 -2.844
C -0.715 4.083 -2.419
Cl 0.420 5.220 -3.190
C -0.710 4.271 -0.884
O -1.453 5.151 -0.471
O 0.058 3.506 -0.223
H -1.697 4.293 -2.822
F 3.697 2.347 -2.584
B 2.795 2.809 -1.640
F 3.245 4.043 -1.213

Force components x, y, z for each atom (eV/Å):
V 0.029 -0.489 0.764
C 0.009 -0.129 0.050
N 0.141 -0.026 0.073
C -0.080 0.035 0.028
C -0.030 0.118 0.082
N -0.089 -0.257 -0.173
B -0.014 -0.010 0.028
N -0.082 -0.144 0.091
C 0.026 0.017 0.050
C 0.010 -0.014 -0.041
N -0.096 0.052 0.177
C 0.044 -0.014 -0.088
C -0.005 -0.097 -0.126
S 0.017 0.164 -0.083
C 0.166 0.299 -0.201
S -0.130 -0.026 0.101
H 0.023 -0.018 -0.036
H 0.071 -0.055 -0.065
H -0.013 0.008 -0.005
H 0.003 0.008 -0.008
H 0.011 -0.005 -0.009
H -0.070 0.080 0.033
H 0.066 0.035 0.010
H 0.000 -0.008 0.013
H 0.022 0.006 0.010
H -0.019 -0.006 0.015
H 0.030 -0.001 0.089
H -0.006 0.004 -0.006
F 0.009 -0.004 -0.002
C -0.042 -0.024 0.094
C 0.103 0.055 -0.190
F -0.081 -0.013 -0.033
C -0.418 0.026 -0.138
F 0.105 -0.122 0.160
C 0.249 0.123 -0.409
S -0.136 0.161 0.421
C 0.039 -0.101 0.280
F 0.011 0.022 -0.061
C 0.085 0.023 -0.054
F -0.026 0.006 -0.034
Cl -0.292 0.226 -0.478
C -0.010 -0.097 -0.179
Cl -0.014 -0.060 0.031
C 0.234 -0.067 0.372
O -0.032 0.049 -0.043
O -0.290 -0.040 -0.203
H -0.029 0.026 0.006
F -0.067 0.013 0.132
B 0.611 0.334 -0.401
F -0.042 -0.065 -0.040

**Multiplicity**: 2
**Energy above the lowest of the compared OMol25 structures with the same formula, charge and spin**: 0.0 kcal per mole
**Total charge**: -2

=====

No. 3
The following is a DFT calculation (wB97M-V/def2-TZVPD) of a 2-piece molecular cluster, C3H4ClN overall in a non-equilibrium geometry.

CARTESIAN COORDINATES (ANGSTROEM)
C -0.841 1.773 -0.094
C 1.300 -0.967 0.229
C -0.795 0.436 0.019
N 0.704 -1.973 -0.053
Cl -1.868 -0.786 0.070
H -1.762 2.444 0.154
H 0.108 2.220 -0.353
H 2.040 -0.297 0.220
H 1.114 -2.849 -0.192

Force components x, y, z for each atom (eV/Å):
C -1.096 -0.939 0.905
C -1.877 -1.247 0.149
C -0.838 3.180 -1.178
N -0.750 0.470 0.981
Cl -1.412 -0.510 0.424
H 1.681 -1.328 -0.513
H -0.045 0.493 0.062
H 3.203 1.880 0.114
H 1.133 -1.999 -0.945

**Multiplicity**: 3
**Energy above the lowest of the compared OMol25 structures with the same formula, charge and spin**: 28.7 kcal per mole

=====

No. 4
The following is a DFT calculation (wB97M-V/def2-TZVPD) of C4H11NO2 as an isolated structure in a non-equilibrium geometry.

CARTESIAN COORDINATES (ANGSTROEM)
C -0.045 1.199 -0.564
C -1.544 -0.742 -0.942
C -0.753 0.026 1.439
C -0.374 -0.178 -0.034
N 2.389 -0.380 0.036
O 0.737 -1.075 -0.205
O 2.686 0.157 1.124
H 0.805 1.625 0.032
H 0.070 1.018 -1.711
H -0.874 1.787 -0.229
H -1.109 -1.149 -1.891
H -2.069 0.196 -1.172
H -2.112 -1.586 -0.358
H 0.072 0.442 1.914
H -1.693 0.748 1.464
H -1.085 -0.852 1.988
H 2.248 0.138 -0.878
H 2.651 -1.375 -0.011

Force components x, y, z for each atom (eV/Å):
C 1.113 -0.780 -0.860
C 0.790 -0.851 1.381
C -3.434 0.217 -1.066
C 0.127 -1.102 -0.209
N -1.484 -0.899 0.584
O 0.337 0.561 0.346
O -0.382 0.287 -1.346
H -0.245 -0.325 -1.131
H 0.076 1.275 1.923
H -0.599 0.794 -0.771
H -0.394 0.284 0.889
H -0.825 -0.846 0.008
H 0.731 1.837 -1.349
H 1.289 0.936 1.102
H 1.988 -1.201 0.112
H 0.205 -0.327 -0.242
H 0.565 -0.325 1.276
H 0.140 0.467 -0.649

**Energy above the lowest of the compared OMol25 structures with the same formula, charge and spin**: 129.9 kcal per mole

=====

No. 5
The following is a DFT calculation (wB97M-V/def2-TZVPD) of a single C7H14N2O5S molecule in a non-equilibrium geometry.

CARTESIAN COORDINATES (ANGSTROEM)
C 2.158 -0.600 0.943
C -0.856 1.044 0.513
C 2.552 -1.927 0.400
C 1.057 2.632 0.065
C 1.255 -0.327 -1.238
C -2.531 -2.508 -0.484
C 0.609 1.313 0.595
N 1.322 0.083 0.144
N -1.848 1.854 0.498
O 2.436 -0.316 2.084
O -1.226 -0.297 0.423
O -3.770 -0.490 0.785
O -2.731 -0.160 -1.431
O -1.494 3.230 0.511
S -2.712 -0.694 -0.125
H 3.125 -2.344 1.292
H 1.602 -2.609 0.208
H 3.052 -1.984 -0.562
H 0.692 2.771 -1.053
H 0.758 3.595 0.381
H 2.190 2.623 0.025
H 2.011 0.202 -1.747
H 1.267 -1.436 -1.211
H 0.317 -0.115 -1.728
H -3.466 -2.913 -0.407
H -2.270 -2.581 -1.472
H -1.885 -2.955 0.265
H 0.766 1.216 1.780
H -2.380 3.694 0.546

Force components x, y, z for each atom (eV/Å):
C -0.900 -0.439 -0.007
C 7.998 -5.381 -1.130
C -0.368 -3.035 1.246
C 2.157 0.010 -4.287
C -1.390 -0.982 0.551
C 1.471 2.283 3.054
C -0.891 -2.145 3.868
N -0.828 2.137 -0.431
N -8.350 8.209 0.397
O 0.255 0.706 0.744
O -0.548 0.012 0.966
O -0.123 0.296 1.005
O -0.529 1.296 -1.463
O -1.294 -2.057 -0.066
S 0.687 -2.237 -1.523
H -0.456 0.042 -1.646
H 1.721 1.341 0.778
H 0.554 0.221 0.315
H 0.876 -0.772 1.772
H -0.520 0.368 1.594
H -1.213 0.051 0.067
H 1.166 -0.096 -1.207
H 0.435 1.014 -0.858
H -0.513 0.553 0.242
H -2.625 -0.815 0.573
H 1.337 -0.083 -2.176
H 0.249 -0.173 -0.272
H 0.480 0.677 -2.036
H 1.165 -1.000 -0.070

**Multiplicity**: 3

=====

No. 6
The following is a DFT calculation (wB97M-V/def2-TZVPD) of C9H18F12N4O15S3Y as an isolated structure in a non-equilibrium geometry.

CARTESIAN COORDINATES (ANGSTROEM)
Y -0.216 1.653 -0.216
C -5.195 -2.123 -2.859
F -4.364 -3.149 -3.063
F -6.255 -2.526 -3.610
F -5.539 -2.140 -1.588
S -4.427 -0.397 -3.344
O -5.565 0.488 -3.020
O -3.196 -0.196 -2.509
O -4.081 -0.516 -4.767
C 4.379 -2.591 -2.614
F 5.149 -2.946 -3.664
F 3.805 -3.626 -2.074
F 5.287 -1.996 -1.798
S 3.077 -1.371 -3.398
O 2.410 -0.701 -2.289
O 3.876 -0.436 -4.187
O 2.225 -2.134 -4.281
C -0.620 3.578 6.076
F -0.823 4.478 7.051
F 0.076 2.517 6.563
F -1.800 3.165 5.602
S 0.274 4.434 4.574
O 0.108 3.605 3.392
O -0.303 5.788 4.461
O 1.664 4.317 4.995
C -1.915 -2.542 2.576
O -1.540 -3.385 1.415
O -2.005 -1.236 2.041
C -3.009 -3.303 3.467
F -2.876 -3.013 4.742
F -4.281 -3.331 2.997
F -2.800 -4.632 3.461
C -0.293 -4.177 1.460
C -0.631 -5.111 0.194
H -1.502 -5.746 0.349
H -0.684 -4.569 -0.750
H 0.100 -5.918 0.133
H -0.286 -4.870 2.301
H 0.626 -3.599 1.360
H -0.976 -2.493 3.126
O 2.767 3.758 -0.732
H 3.527 4.005 -0.205
H 2.713 4.435 -1.407
O -2.841 4.226 0.162
H -3.730 4.169 0.511
H -2.840 5.027 -0.362
C -0.127 3.342 -5.228
O -0.082 3.066 -4.055
N -1.120 3.851 -5.844
N 0.689 2.980 -6.153
H -1.079 3.889 -6.853
H -1.985 4.008 -5.347
H 1.498 2.426 -5.913
H 0.423 3.199 -7.103
C 3.936 -0.090 2.864
O 3.009 -0.009 2.087
N 4.745 -1.075 2.898
N 4.029 0.478 4.017
H 4.838 -1.612 2.048
H 5.512 -0.898 3.532
H 4.868 0.349 4.563
H 3.376 1.223 4.216

Force components x, y, z for each atom (eV/Å):
Y 0.005 -0.713 0.204
C 0.516 -0.543 -1.257
F 1.289 0.126 0.278
F -0.302 1.414 0.298
F -0.358 0.312 0.598
S 0.171 0.773 -0.544
O 1.535 -1.060 -0.195
O -1.670 -0.413 -0.331
O -0.683 -0.136 1.546
C 0.368 2.498 -2.290
F -0.387 -0.867 -0.013
F 0.069 -0.739 0.746
F -1.075 -0.281 0.660
S 0.309 1.647 -1.849
O -0.354 -0.259 1.141
O 0.543 -0.452 0.969
O 0.080 -1.002 1.064
C 0.727 0.741 -1.636
F 0.109 -0.716 -0.175
F -0.779 0.966 -0.309
F -0.214 -0.362 0.616
S 1.439 1.196 0.563
O -1.356 -0.814 -0.814
O 0.468 -2.054 0.491
O -0.359 0.656 0.526
C 2.199 1.267 -3.567
O 0.030 0.272 1.868
O -1.214 -1.791 1.448
C -0.297 -1.702 -1.746
F -0.704 1.543 0.635
F 0.271 2.167 0.543
F 1.721 -0.816 -0.415
C -3.098 -1.513 -2.260
C 1.415 -0.156 1.204
H -0.560 0.839 0.269
H -0.035 0.006 0.233
H 0.750 0.307 -0.311
H 0.131 0.412 0.406
H -0.204 0.197 -0.004
H 0.012 -0.190 1.059
O -0.697 -0.379 0.042
H 0.181 -0.098 0.340
H -0.069 0.118 -0.311
O 0.668 -0.479 -0.139
H -0.262 -0.219 0.200
H 0.082 0.224 -0.165
C -0.006 -1.870 1.257
O 0.529 0.059 2.863
N -5.879 3.573 -1.290
N 5.121 -1.703 -2.311
H -0.902 0.259 0.598
H 0.115 0.060 -0.365
H -0.034 0.083 -0.407
H 1.050 -0.650 0.269
C -3.533 -0.622 -0.453
O -1.196 1.277 -1.757
N 4.427 -4.443 -1.817
N -0.675 4.585 3.794
H 0.495 -0.058 0.220
H 0.390 -1.172 -0.759
H -0.665 0.550 0.199
H 0.350 0.146 0.341

**Energy above the lowest of the compared OMol25 structures with the same formula, charge and spin**: 464.8 kcal per mole
**Total charge**: -1

=====

Number 1: E -60688.36565 eV, molar mass 568.97 g mol⁻¹. Number 2: E -130478.88633 eV, molar mass 665.97 g mol⁻¹. Number 3: E -17181.18799 eV, molar mass 89.52 g mol⁻¹. Number 4: E -9906.61028 eV, molar mass 105.14 g mol⁻¹. Number 5: E -31530.63074 eV, molar mass 238.27 g mol⁻¹. Number 6: E -112447.31764 eV, molar mass 835.34 g mol⁻¹.